Entry A
8
Properties=species:S:1:pos:R:3 method="wB97M-V/def2-TZVPD" lumo_ha="0.0077 / -0.0071" e_homo_ev="-9.008 / -8.228"
C -0.075 -0.478 1.645
C -0.551 -1.062 0.562
C -0.195 -0.214 -0.505
C 0.338 0.803 -1.109
H 0.414 0.465 1.778
H -1.054 -2.007 0.475
H 0.196 0.893 -2.176
H 0.927 1.599 -0.670

Entry B
8
Properties=species:S:1:pos:R:3 method="wB97M-V/def2-TZVPD" lumo_ha="-0.0304 / -0.0988" e_homo_ev="-10.550 / -9.915"
C 1.162 1.313 -1.963
C 0.971 0.579 -1.054
C -0.779 -0.280 1.048
C 0.127 -0.312 -0.160
H -0.276 0.529 1.728
H -0.443 -0.983 -0.913
H 0.967 -0.971 0.046
H -1.730 0.125 1.268

Entry C
8
Properties=species:S:1:pos:R:3 method="wB97M-V/def2-TZVPD" lumo_ha="-0.0690 / -0.0684" e_homo_ev="-7.675 / -7.674"
C -2.786 -0.656 0.200
C -1.810 0.190 0.054
C -0.925 0.994 -0.304
C 1.381 -0.500 0.015
H -0.193 1.708 -0.284
H 1.868 -0.770 -0.914
H 0.675 -1.197 0.439
H 1.790 0.230 0.794

How do the structures above rank in stability at the extremes? entry A comes first and entry C comes last.